A molecular structure, C37H47BrMgNNaO12S in a non-equilibrium geometry, computed with ωB97M-V with the def2-TZVPD basis set.

```
101
Properties=species:S:1:pos:R:3
Br 0.607 -2.218 4.239
C 1.268 -1.037 2.762
C 2.549 -1.453 1.940
C 3.107 -0.581 0.750
C 2.303 0.762 0.497
C 1.051 1.174 1.312
C 0.459 0.283 2.464
C -0.872 0.710 3.249
C -2.166 0.343 2.341
C -3.481 -0.295 2.945
C -4.747 -0.646 2.059
C -4.763 -0.390 0.511
C -3.443 0.255 -0.100
C -2.197 0.605 0.792
S 2.992 1.777 -0.918
C 3.412 0.434 -2.179
C 3.144 0.561 -3.758
C 3.497 -0.658 -4.686
C 4.100 -1.979 -4.079
C 4.350 -2.038 -2.543
C 4.026 -0.866 -1.529
N 4.278 -0.972 -0.074
H 3.059 -2.438 2.253
H 0.491 2.162 1.103
H -0.942 0.243 4.306
H -0.916 1.856 3.425
H -3.593 -0.554 4.060
H -5.694 -1.117 2.508
H -5.639 -0.609 -0.186
H -3.411 0.484 -1.231
H -1.326 1.092 0.234
H 2.664 1.529 -4.191
H 3.314 -0.647 -5.827
H 4.309 -2.843 -4.800
H 4.776 -3.010 -2.101
H 4.655 -1.894 0.188
Na -2.943 -2.077 -0.687
C 5.768 3.468 -3.103
C 6.993 2.640 -3.423
C 8.235 3.100 -2.715
O 9.263 2.684 -3.603
C 8.716 2.662 -4.851
O 9.339 2.558 -5.863
O 7.353 2.784 -4.791
H 5.541 3.449 -2.033
H 5.901 4.508 -3.417
H 4.896 3.084 -3.655
H 6.793 1.579 -3.233
H 8.355 2.632 -1.736
H 8.296 4.188 -2.600
C -0.046 -2.241 -4.174
O 0.362 -2.311 -5.359
O 0.930 -2.592 -3.295
O -1.151 -1.912 -3.707
H 1.570 -2.760 -4.017
C -3.614 -5.249 6.849
C -2.823 -4.279 6.242
C -3.409 -3.134 5.711
C -4.787 -2.955 5.795
C -5.578 -3.924 6.405
C -4.993 -5.073 6.928
H -3.157 -6.143 7.260
H -1.747 -4.415 6.183
H -2.792 -2.380 5.232
H -5.245 -2.060 5.385
H -6.652 -3.784 6.472
H -5.610 -5.831 7.398
O -6.542 -0.161 -2.092
H -6.995 -0.465 -2.892
H -6.900 0.723 -1.942
O 1.536 -5.204 -2.829
H 1.389 -4.460 -2.244
C -7.746 0.229 -7.354
C -8.119 0.367 -5.887
C -8.358 1.820 -5.510
O -7.068 -0.166 -5.078
H -6.821 0.773 -7.575
H -7.565 -0.819 -7.608
H -8.538 0.614 -8.000
H -9.018 -0.220 -5.680
H -7.455 2.419 -5.667
H -8.614 1.906 -4.450
H -9.169 2.253 -6.101
H -6.267 0.346 -5.254
O 3.435 2.009 9.468
C 2.816 1.337 8.686
O 3.372 0.708 7.612
C 2.340 0.092 6.837
C 1.179 -0.085 7.788
C 1.330 1.103 8.714
H 2.094 0.751 5.998
H 2.696 -0.863 6.445
H 0.211 -0.127 7.283
H 1.303 -1.011 8.357
H 0.822 1.990 8.326
H 0.987 0.873 9.722
O 5.447 6.564 -5.138
H 4.493 6.311 -5.210
H 5.613 7.460 -5.517
H 6.032 5.883 -5.551
Mg 3.097 2.807 -2.993
```

The maximum force is 4.9 eV/Å. The calculation puts the electronic energy at -5728.9825 a.u. The value obtained for the gap between HOMO and LUMO is 1.7 eV. Its HOMO energy is -10.446 eV. As for the net charge: +2.

A molecular structure, C37H47N5O5PSn, computed with ωB97M-V with the def2-TZVPD basis set.

```
96
Properties=species:S:1:pos:R:3
Sn 1.174 0.132 0.534
O 0.832 -1.125 4.512
C 1.433 -0.875 3.483
O 0.958 -1.069 2.288
C 2.871 -0.347 3.573
C 3.756 -0.894 2.450
C 5.235 -0.695 2.788
C 5.405 0.829 2.563
C 3.986 1.231 2.159
O 3.557 0.082 1.396
C 3.052 1.199 3.381
C 1.778 1.999 3.103
O 1.378 2.811 3.922
O 1.231 1.786 1.950
H 3.239 -0.643 4.554
H 3.473 -1.873 2.080
H 5.459 -1.007 3.808
H 5.865 -1.271 2.109
H 5.740 1.362 3.452
H 6.106 1.034 1.754
H 3.898 2.122 1.541
H 3.524 1.642 4.256
C -2.414 -4.682 1.344
C -1.687 -3.885 0.295
C -2.366 -3.122 -0.655
C -1.718 -2.313 -1.568
C -0.303 -2.188 -1.597
N 0.434 -1.320 -2.312
C -0.010 -0.737 -3.450
C -0.855 -1.341 -4.410
C -1.207 -0.708 -5.587
C -0.748 0.569 -5.908
C -1.107 1.240 -7.208
C 0.092 1.179 -4.986
C 0.446 0.557 -3.802
N 1.278 1.291 -2.895
C 0.893 2.346 -2.142
C 2.003 2.783 -1.455
C 3.023 1.904 -1.868
N 2.579 1.012 -2.742
C 0.361 -3.031 -0.663
C -0.301 -3.826 0.255
N 1.789 -3.110 -0.721
C 2.505 -4.118 -1.253
C 3.832 -3.765 -1.179
C 3.816 -2.493 -0.587
N 2.577 -2.108 -0.315
H -3.453 -4.849 1.056
H -1.950 -5.659 1.503
H -2.418 -4.163 2.307
H -3.453 -3.151 -0.669
H -2.305 -1.729 -2.264
H -1.218 -2.342 -4.214
H -1.858 -1.225 -6.286
H -2.016 0.808 -7.631
H -1.280 2.309 -7.070
H -0.315 1.132 -7.953
H 0.488 2.171 -5.178
H -0.130 2.684 -2.150
H 2.057 3.587 -0.741
H 4.060 1.884 -1.569
H 0.295 -4.401 0.957
H 2.009 -4.989 -1.647
H 4.682 -4.332 -1.517
H 4.637 -1.828 -0.367
C -2.674 1.030 -1.716
C -3.176 0.608 -0.336
C -4.642 0.979 -0.143
P -1.971 1.201 0.948
C -2.325 3.042 0.982
C -3.418 3.504 1.946
C -1.049 3.857 1.196
C -2.673 0.559 2.532
C -2.735 -0.970 2.488
C -1.778 1.009 3.689
H -3.278 0.578 -2.508
H -1.639 0.722 -1.871
H -2.733 2.115 -1.848
H -3.081 -0.480 -0.281
H -4.796 2.055 -0.252
H -5.016 0.680 0.838
H -5.258 0.485 -0.900
H -2.674 3.244 -0.038
H -3.111 3.366 2.984
H -4.360 2.978 1.802
H -3.604 4.573 1.802
H -0.616 3.689 2.183
H -1.267 4.924 1.088
H -0.278 3.583 0.476
H -3.684 0.956 2.674
H -1.754 -1.388 2.242
H -3.458 -1.340 1.759
H -3.017 -1.355 3.471
H -0.827 0.478 3.659
H -2.251 0.769 4.645
H -1.558 2.077 3.675
```

The maximum force is 0.1 eV/Å. The calculation puts the electronic energy at -2643.8953 a.u. The value obtained for the gap between HOMO and LUMO is 6.4 eV. Its HOMO energy is -3.734 eV. The relative energy (zero: lowest compared OMol25 entry of this formula, charge and spin) comes out at 0.0 kJ/mol. As for the net charge: -1.

> Which value of maximum force does entry 2 give?

0.1 eV/Å